--- i ---
Molecular formula: C4H7ClOS
Method: DFT, ωB97M-V/def2-TZVPD

Positions of all 14 atoms, in Å:
Cl: 2.9225 0.8664 -0.0626
S: 1.1393 1.6945 -0.1384
O: 0.2217 -0.0585 -2.7632
C: -1.2547 0.6809 0.3913
C: -0.2596 -0.5571 -1.7800
C: 0.1849 0.2032 0.1285
C: 0.7151 -0.8588 1.0606
H: 0.0062 -1.7085 0.9832
H: -1.6275 1.3649 -0.3136
H: -1.2494 -1.1733 -1.9743
H: -1.4106 1.3414 1.3132
H: 0.8149 -0.4844 2.1088
H: -1.9043 -0.1825 0.3131
H: 1.7016 -1.1283 0.7335

Summary:
**2S+1**: 1
**Orbital gap**: 8.80 eV
**Net charge**: 0
**HOMO**: -8.35 eV



--- ii ---
Molecular formula: C4H7ClOS
Method: DFT, ωB97M-V/def2-TZVPD

Positions of all 14 atoms, in Å:
Cl: -0.7385 1.3294 -1.4359
S: 1.6921 -0.5856 -1.3176
O: 0.4967 2.7941 1.3889
C: -0.1658 -0.3304 -0.8654
C: 0.5850 1.8157 2.0575
C: 0.6924 0.6459 2.6781
C: -1.1716 -1.2865 -1.3462
H: -0.1212 -0.2061 0.1335
H: 1.1339 0.7421 3.6932
H: 0.2190 -0.2364 2.2219
H: -1.0886 -1.2810 -2.5217
H: -2.1739 -0.9545 -1.1057
H: -0.9910 -2.3103 -1.0007
H: 1.6316 -0.1365 -2.5800

Summary:
**2S+1**: 1
**Orbital gap**: 10.09 eV
**Net charge**: 0
**HOMO**: -9.44 eV
**Structure (SMILES)**: C[C@@H](S)Cl.C=C=O



Which one sits at the top of the stability order? ii does.



--- i ---
Molecular formula: C2H2N4O
Method: DFT, ωB97M-V/def2-TZVPD

Positions of all 9 atoms, in Å:
O: -0.4724 0.9367 1.2743
N: 0.5762 -1.0123 -1.9499
N: 0.7220 0.9951 0.8478
N: 1.0857 0.4369 -0.1570
N: -1.2511 -0.1067 0.9420
C: -0.9393 -0.7496 -0.0590
C: 0.2098 -0.4671 -0.8621
H: 1.6347 -0.6858 -2.0751
H: -1.4077 -1.6989 -0.3721

Summary:
**2S+1**: 1
**Orbital gap**: 9.71 eV
**Net charge**: 0
**HOMO**: -10.11 eV
**Structure (SMILES)**: [H]/N=c1/cnonn1



--- ii ---
Molecular formula: C2H2N4O
Method: DFT, ωB97M-V/def2-TZVPD

Positions of all 9 atoms, in Å:
O: 0.6715 -2.7204 -0.1957
N: 1.1018 0.5664 -0.1599
N: 0.4885 -1.6789 0.3849
N: -2.3603 1.8045 0.0900
N: -1.1492 -0.3073 -0.2261
C: 0.1656 -0.4032 -0.0442
C: -1.7377 0.8392 -0.0278
H: 1.9657 0.3027 0.2023
H: 0.8540 1.5972 -0.0236

Summary:
**2S+1**: 1
**Orbital gap (alpha / beta)**: 8.28 / 8.28 eV
**Net charge**: 0
**HOMO (alpha / beta)**: -9.92 / -9.92 eV
**Structure (SMILES)**: N#C/N=C(\N)N=O



Which one sits at the top of the stability order? ii does.